11 unconnected molecules or ions with the total composition C36H51Br8N7 in a non-equilibrium geometry. Source: the Open Molecules 2025 dataset; level of theory: wB97M-V/def2-TZVPD.

As for the energy above the lowest of the compared OMol25 structures with the same formula, charge and spin: 20.3 kcal/mol. The value obtained for the HOMO-LUMO gap is 7.95 eV. As for the SMILES: c1cc[nH]c1.c1cc[nH]c1.c1cc[nH]c1.c1cc[nH]c1.c1cc[nH]c1.c1cc[nH]c1.c1cc[nH]c1.BrCCBr.BrCCBr.BrCCBr.BrCCBr. The value obtained for the largest force on an atom is 6.50 eV/Å. The calculation puts the highest occupied orbital energy at -7.94 eV. The spin multiplicity is 1.

```
102
Properties=species:S:1:pos:R:3:forces:R:3:lowdin_charge:R:1
C -1.933 4.746 5.879 0.814 2.866 -0.851 -0.07
C -1.791 5.540 4.593 -0.214 -2.021 2.404 -0.11
C -1.771 6.844 4.927 -0.046 1.223 1.545 -0.16
N -1.857 6.974 6.327 -0.161 -1.814 -0.361 -0.01
C -1.947 5.701 6.923 0.339 -0.064 -2.517 -0.12
H -1.804 3.674 5.854 -0.336 0.078 0.577 0.07
H -1.658 5.059 3.635 -0.181 0.330 -0.051 0.08
H -1.678 7.752 4.349 -0.042 -0.193 -0.131 0.10
H -1.936 7.813 6.884 0.067 -0.058 -0.516 0.13
H -1.901 5.665 8.001 -0.229 -0.378 -0.136 0.10
C 4.073 3.115 1.858 0.911 3.639 -5.308 -0.17
C 4.065 2.345 2.911 -0.413 -3.497 5.162 -0.15
C 2.947 2.660 3.668 -0.412 -0.162 0.199 -0.14
N 2.320 3.640 3.008 -0.736 1.941 -1.191 -0.01
C 3.026 4.028 1.870 -0.590 -1.543 1.232 -0.08
H 4.797 3.057 1.059 0.121 0.159 0.031 0.10
H 4.774 1.606 3.254 0.110 0.007 -0.396 0.10
H 2.465 2.327 4.575 0.522 -0.343 0.029 0.11
H 1.429 4.042 3.262 0.261 -0.038 0.173 0.14
H 2.660 4.797 1.206 0.170 -0.199 0.065 0.10
C 1.413 1.688 -6.895 -0.838 -3.450 -1.674 -0.14
C 2.179 2.541 -6.182 0.308 2.361 2.115 -0.14
C 1.991 2.238 -4.836 0.546 0.016 -0.395 -0.13
N 1.277 1.064 -4.777 0.910 0.834 0.337 0.01
C 0.994 0.662 -6.047 -0.885 0.501 0.106 -0.12
H 1.265 1.686 -7.965 0.090 -0.063 0.034 0.09
H 2.691 3.401 -6.587 -0.057 0.063 0.223 0.09
H 2.257 2.818 -3.965 0.138 -0.360 0.039 0.10
H 1.177 0.552 -3.912 -0.275 -0.103 -0.319 0.14
H 0.425 -0.249 -6.163 0.056 0.146 -0.390 0.10
C -2.110 -1.653 7.223 -0.076 -1.880 4.003 -0.16
C -2.348 -1.449 5.923 -0.448 2.330 -4.190 -0.13
C -1.154 -1.005 5.296 -0.354 -1.325 1.603 -0.10
N -0.239 -1.156 6.297 1.809 -0.095 0.323 -0.03
C -0.764 -1.630 7.466 0.488 1.162 -0.963 -0.12
H -2.817 -1.878 8.007 -0.221 -0.216 -0.266 0.10
H -3.331 -1.384 5.480 0.079 -0.224 -0.133 0.09
H -0.744 -0.862 4.307 -0.684 0.272 -0.083 0.10
H 0.721 -0.844 6.296 -0.110 -0.252 -0.552 0.14
H -0.079 -1.876 8.264 -0.476 0.233 0.233 0.11
C 8.475 1.270 -1.572 -1.402 0.375 0.421 -0.13
C 7.521 0.207 -1.642 -0.242 0.534 -2.256 -0.11
C 6.560 0.566 -2.626 1.716 0.823 1.341 -0.12
N 6.838 1.883 -2.989 0.940 -0.303 1.331 -0.01
C 7.965 2.369 -2.257 -0.263 -2.088 -1.465 -0.11
H 9.391 1.139 -1.017 -0.053 0.601 0.080 0.09
H 7.728 -0.760 -1.207 -0.484 -0.034 -0.069 0.08
H 5.763 0.010 -3.096 0.019 0.121 0.164 0.10
H 6.404 2.365 -3.763 -0.008 -0.035 0.371 0.13
H 8.442 3.302 -2.519 -0.266 -0.006 0.082 0.09
C 0.482 -2.087 -1.250 1.148 1.009 0.188 -0.10
C -0.445 -1.094 -0.944 -1.761 1.980 1.048 -0.13
C 0.103 -0.143 -0.033 -2.686 -1.549 -1.297 -0.14
N 1.300 -0.623 0.234 2.422 1.004 0.418 -0.02
C 1.617 -1.636 -0.589 0.869 -2.210 0.748 -0.16
H 0.386 -2.971 -1.862 -0.004 0.253 -0.038 0.09
H -1.492 -1.023 -1.196 0.058 -0.194 -0.402 0.08
H -0.356 0.703 0.455 0.133 -0.161 -0.030 0.11
H 1.953 -0.265 0.917 -0.059 0.230 -0.303 0.16
H 2.597 -2.060 -0.427 -0.072 -0.290 -0.364 0.11
C 5.988 -5.286 -4.647 -1.464 -1.862 -1.260 -0.13
C 6.778 -5.278 -3.531 0.566 1.215 1.444 -0.14
C 5.933 -5.340 -2.440 0.432 -0.362 0.810 -0.15
N 4.675 -5.665 -2.869 1.117 0.082 -0.925 0.00
C 4.729 -5.747 -4.256 -0.621 1.647 -0.062 -0.12
H 6.414 -5.050 -5.611 -0.549 -0.483 -0.285 0.10
H 7.846 -5.170 -3.652 -0.023 0.388 0.817 0.10
H 6.085 -5.085 -1.401 0.234 -0.458 -0.003 0.10
H 3.890 -5.801 -2.248 0.129 -0.032 -0.448 0.14
H 3.804 -5.855 -4.803 0.166 -0.122 -0.076 0.10
Br -4.602 3.933 0.298 -0.412 -0.061 -0.111 0.60
C -6.128 5.006 -0.328 0.752 0.205 -1.069 -0.71
C -6.134 6.257 0.488 -0.290 -0.050 0.486 -0.71
Br -7.548 7.428 -0.243 0.382 -0.312 0.507 0.60
H -7.049 4.423 -0.335 0.229 0.048 0.395 0.06
H -5.893 5.291 -1.353 0.004 -0.379 -0.031 0.05
H -5.194 6.808 0.435 -0.197 -0.085 -0.213 0.05
H -6.291 5.963 1.526 -0.463 0.617 0.049 0.06
Br -9.422 -1.937 0.562 -0.016 -0.062 0.658 0.57
C -8.078 -1.656 1.946 1.199 1.422 -0.785 -0.68
C -6.732 -1.116 1.270 -1.544 -1.422 1.238 -0.65
Br -6.160 -2.467 -0.030 0.380 0.541 0.346 0.56
H -7.897 -2.520 2.586 -0.036 -0.338 -0.692 0.06
H -8.435 -0.891 2.635 -0.216 0.177 -0.294 0.05
H -6.052 -1.078 2.121 0.474 0.000 -0.436 0.05
H -6.810 -0.140 0.791 -0.205 -0.321 -0.039 0.05
Br -1.846 -3.972 -5.891 -1.049 0.584 -0.706 0.56
C -3.310 -3.169 -6.995 0.064 -0.164 -1.354 -0.70
C -4.370 -2.451 -6.188 1.043 -0.088 0.130 -0.71
Br -5.695 -1.695 -7.370 -0.164 -0.117 -0.147 0.64
H -3.707 -3.883 -7.717 -0.218 -0.883 0.874 0.05
H -2.907 -2.505 -7.759 0.736 0.535 0.709 0.05
H -3.866 -1.586 -5.757 -0.415 -0.205 0.521 0.05
H -4.853 -3.114 -5.470 0.018 0.356 -0.010 0.06
Br -0.566 -6.859 -0.263 0.079 -0.181 -0.025 0.63
C -1.562 -7.136 1.370 0.581 -0.226 1.241 -0.73
C -2.304 -5.879 1.659 -1.295 0.782 0.097 -0.69
Br -3.356 -6.027 3.365 0.478 -0.062 -0.868 0.55
H -0.886 -7.263 2.216 0.470 -0.210 -0.375 0.06
H -2.131 -8.064 1.325 -0.277 0.400 -0.398 0.06
H -2.998 -5.624 0.858 -0.220 -0.098 0.265 0.05
H -1.675 -5.002 1.811 0.181 -0.360 0.048 0.05
```
Positions in Å, forces in eV/Å.

---

2 unconnected molecules or ions with the total composition C36H51F3N3O6PS3 in a non-equilibrium geometry. Source: the Open Molecules 2025 dataset; level of theory: wB97M-V/def2-TZVPD.

The value obtained for the HOMO-LUMO gap is 7.85 eV. As for the SMILES: CCCCN(CCCCc1cccc2c1Sc1c(ccc(CCOC(C)=O)c1CCCC(=O)O)N2[PH2]=N)C(=S)SCCC.CCOC(=O)C(F)(F)F. The value obtained for the largest force on an atom is 1.55 eV/Å. The calculation puts the highest occupied orbital energy at -7.45 eV. The spin multiplicity is 1.

```
103
Properties=species:S:1:pos:R:3:forces:R:3:lowdin_charge:R:1
C 4.806 -1.278 4.511 0.134 -0.139 0.044 -0.11
C 6.044 -1.304 3.621 -0.386 0.522 -0.050 -0.25
C 5.837 -0.591 2.268 0.306 -0.084 0.090 -0.19
C 5.767 -1.510 1.035 -0.070 -0.353 0.023 -0.19
N 4.473 -1.512 0.319 0.053 1.165 1.026 -0.16
C 3.422 -2.099 1.173 -0.209 -0.501 -0.237 -0.21
C 2.402 -2.948 0.426 0.129 -0.083 -0.009 -0.21
C 1.839 -4.061 1.316 -0.197 0.348 -0.084 -0.17
C 0.382 -4.483 1.002 0.102 -0.213 -0.094 -0.17
C -0.095 -4.122 -0.378 -0.181 0.022 -0.235 -0.26
C 0.078 -5.015 -1.434 -0.108 0.336 0.026 -0.04
C -0.336 -4.679 -2.715 0.089 0.157 0.210 -0.07
C -0.921 -3.443 -2.945 0.067 -0.159 0.107 -0.06
C -1.094 -2.522 -1.913 -0.369 -0.386 -0.153 -0.29
C -0.693 -2.876 -0.626 -0.073 0.008 -0.012 -0.37
S -0.849 -1.788 0.750 -0.008 0.082 0.016 1.12
C -1.817 -0.460 0.103 -0.164 0.116 0.047 -0.33
C -2.129 -0.370 -1.249 -0.406 0.026 0.091 -0.28
C -2.965 0.661 -1.664 -0.040 -0.172 0.007 -0.05
C -3.455 1.572 -0.765 0.012 0.148 0.242 -0.02
C -3.132 1.515 0.591 -0.097 -0.127 -0.349 -0.16
C -3.724 2.577 1.476 -0.162 0.041 -0.154 -0.10
C -2.964 3.903 1.426 -0.011 -0.321 0.028 -0.14
O -1.572 3.679 1.190 -0.085 0.374 0.602 -0.04
C -0.976 4.598 0.378 0.151 -0.132 -0.169 -0.52
C 0.230 5.248 0.962 0.418 0.162 -0.108 0.02
O -1.397 4.845 -0.713 -0.373 0.171 -0.264 0.13
C -2.304 0.489 1.039 0.084 -0.023 -0.378 -0.16
C -1.952 0.325 2.491 0.159 -0.392 -0.002 -0.16
C -0.471 0.508 2.866 -0.069 0.246 0.288 -0.17
C -0.112 1.899 3.435 0.164 -0.092 0.300 -0.08
C 1.041 2.508 2.687 -0.166 0.114 0.046 -0.51
O 1.103 2.621 1.499 0.284 -0.518 -0.221 0.09
O 2.062 2.913 3.500 0.011 -0.622 0.292 0.09
N -1.649 -1.256 -2.269 1.227 0.319 0.359 -0.15
P -0.634 -0.418 -3.419 0.043 0.809 0.113 0.72
N -0.242 1.046 -3.071 -0.142 -0.475 -0.397 -0.24
C 4.122 -0.320 -0.285 0.197 -0.517 -0.347 -1.09
S 2.600 0.182 -0.584 -0.249 0.152 0.166 0.73
S 5.427 0.800 -0.785 -0.045 0.177 -0.199 0.88
C 6.451 -0.160 -1.939 0.116 -0.335 -0.195 -0.48
C 5.700 -1.230 -2.726 -0.189 0.202 0.166 -0.30
C 4.691 -0.649 -3.726 0.341 -0.206 -0.202 -0.10
H 4.478 -0.251 4.661 -0.114 0.088 -0.027 0.07
H 3.981 -1.851 4.095 -0.111 -0.007 -0.054 0.06
H 5.037 -1.684 5.495 -0.041 -0.095 0.085 0.07
H 6.377 -2.328 3.462 0.166 -0.090 0.050 0.10
H 6.816 -0.760 4.160 0.273 -0.198 0.049 0.10
H 4.955 0.047 2.329 -0.147 0.000 -0.109 0.10
H 6.671 0.089 2.111 0.042 0.125 -0.043 0.10
H 6.567 -1.276 0.347 0.003 0.052 -0.155 0.08
H 5.938 -2.536 1.355 -0.012 -0.149 -0.065 0.12
H 2.902 -1.307 1.718 -0.052 0.125 0.002 0.11
H 3.908 -2.725 1.918 0.258 -0.054 -0.059 0.11
H 2.880 -3.387 -0.450 0.025 -0.008 -0.133 0.12
H 1.625 -2.289 0.066 -0.070 0.025 -0.085 0.02
H 2.494 -4.927 1.242 0.069 -0.098 0.091 0.11
H 1.866 -3.720 2.351 0.047 -0.077 0.146 0.11
H 0.293 -5.563 1.108 0.013 -0.108 0.042 0.11
H -0.291 -4.062 1.745 -0.080 0.111 0.049 0.08
H 0.550 -5.966 -1.234 0.004 -0.116 -0.021 0.11
H -0.195 -5.368 -3.534 -0.012 -0.070 -0.067 0.10
H -1.238 -3.184 -3.945 -0.128 0.042 -0.040 0.10
H -3.244 0.746 -2.704 0.051 -0.095 -0.116 0.11
H -4.109 2.359 -1.119 -0.028 0.091 0.008 0.12
H -4.722 2.793 1.098 -0.183 -0.058 0.108 0.12
H -3.850 2.248 2.503 0.077 -0.078 0.058 0.10
H -3.064 4.402 2.391 0.009 0.175 0.020 0.13
H -3.381 4.545 0.656 0.106 0.034 -0.207 0.12
H 0.398 6.176 0.429 0.002 0.159 -0.013 0.09
H 1.101 4.610 0.820 -0.095 0.045 -0.052 0.08
H 0.128 5.428 2.027 -0.089 -0.013 0.121 0.09
H -2.553 0.976 3.116 -0.056 0.045 0.011 0.10
H -2.236 -0.694 2.763 -0.056 -0.090 0.083 0.10
H -0.246 -0.221 3.643 0.093 -0.109 0.029 0.11
H 0.190 0.284 2.036 -0.036 -0.021 -0.241 0.07
H 0.198 1.797 4.471 -0.085 0.066 0.143 0.11
H -0.960 2.581 3.415 -0.019 0.075 -0.224 0.12
H 2.882 2.707 3.032 0.090 0.556 -0.225 0.12
H 0.464 -1.279 -3.491 -0.088 -0.315 0.052 0.01
H -1.319 -0.593 -4.633 0.050 -0.210 -0.117 0.00
H -0.593 1.707 -3.753 -0.051 0.246 0.254 -0.02
H 7.316 -0.599 -1.443 0.041 0.011 0.153 0.06
H 6.821 0.589 -2.637 0.095 0.151 0.025 0.07
H 6.439 -1.852 -3.230 0.083 -0.016 -0.092 0.10
H 5.191 -1.877 -2.018 -0.010 -0.177 0.038 0.08
H 5.003 -0.869 -4.745 -0.010 -0.005 -0.116 0.07
H 4.630 0.433 -3.643 -0.201 0.095 0.129 0.07
H 3.704 -1.079 -3.591 -0.171 0.110 0.053 0.06
C -6.796 0.160 -1.888 -0.241 -0.024 0.254 -0.05
C -6.896 1.292 -2.883 0.411 -0.184 -0.093 -0.19
O -8.234 1.832 -2.943 -0.017 0.048 0.021 0.04
C -8.552 2.684 -1.984 0.028 -0.018 -0.049 -0.40
O -7.861 3.063 -1.085 0.008 0.004 0.021 0.17
C -9.993 3.193 -2.204 0.122 -0.060 0.067 -0.55
F -10.823 2.184 -2.485 -0.064 0.041 -0.002 0.17
F -10.012 4.054 -3.229 -0.062 0.018 -0.019 0.17
F -10.432 3.815 -1.117 -0.065 0.031 -0.019 0.18
H -7.531 -0.616 -2.105 0.067 -0.028 -0.132 0.08
H -5.797 -0.274 -1.909 0.013 0.002 -0.047 0.07
H -6.987 0.509 -0.873 0.086 0.078 -0.010 0.08
H -6.687 0.944 -3.892 -0.143 0.017 -0.042 0.13
H -6.194 2.093 -2.652 -0.084 0.060 0.083 0.12
```
Positions in Å, forces in eV/Å.

---

> Which formula does entry 1 have?

C36H51Br8N7

---

> Which of these has the highest largest force on an atom?

C36H51Br8N7